Computed, not measured: a molecular structure, C18H23Ba2MnN3O4 at a distorted geometry, with the ωB97M-V functional and the def2-TZVPD basis.

Structure (XYZ):
```
51
Properties=species:S:1:pos:R:3:forces:R:3:lowdin_charge:R:1
O 0.75202 -2.87602 -0.28985 -0.3 0.1 -1.2 -0.3360
H -2.44719 -0.25437 1.26472 0.0 -0.2 0.2 0.0759
C 0.17530 0.69961 -0.56861 0.1 2.2 -0.5 -0.3662
H -1.52940 -2.38860 1.56124 -0.2 0.0 0.0 0.0820
H -0.32697 -3.15621 2.55044 0.3 0.0 -0.3 0.1250
H -4.11812 -4.23110 2.60353 -0.2 0.4 0.3 0.0636
H 6.50149 4.52480 -4.33169 -0.5 0.1 -0.2 0.0926
N -1.28568 -5.20950 0.36164 1.0 0.6 -0.1 0.0667
C 4.50872 4.22974 -3.37215 -0.9 -1.6 -1.0 -0.2690
Mn -0.05405 3.77878 -0.95510 0.7 -4.0 0.0 1.4734
C 5.28510 2.18058 -2.17487 0.8 -0.2 0.7 -0.2335
H -4.08353 2.93590 3.64497 -0.3 -0.1 0.2 0.0733
H -1.79012 -3.46134 4.39466 1.1 -0.4 -0.5 0.1113
H 3.98285 4.54980 -2.47263 0.1 0.4 0.0 0.1055
H -2.72954 0.82527 3.60438 0.1 -0.2 0.1 0.1066
C -3.07925 1.27875 2.67694 -1.0 -0.1 1.7 -0.2443
N 5.92646 1.85226 -1.25840 -1.3 0.4 -1.6 0.1420
C 1.26839 -0.16870 -2.75178 -1.5 -3.7 1.7 0.0118
H -3.83875 0.65426 0.80874 0.1 0.2 -0.3 0.1205
O 0.89660 2.01228 -2.55160 -1.5 1.5 2.7 -0.1504
C 1.01753 -1.51421 -2.34648 -1.1 5.3 4.7 -0.3935
O 1.31595 -2.49137 -3.07235 1.7 -5.2 -3.0 -0.5256
C 0.74578 0.85037 -1.94844 0.9 2.2 -1.3 -0.3265
Ba 2.33398 -3.36945 -5.29112 -0.5 1.3 0.6 1.8689
H 1.73886 -0.02629 -3.71344 -0.1 0.6 -0.1 0.1054
O -0.24043 1.72486 0.17490 0.5 2.2 -2.4 -0.1840
H 3.93375 4.50488 -4.25635 -0.2 0.3 0.1 0.1090
C -3.35451 0.19370 1.66983 -0.5 0.1 -1.1 -0.2166
H -2.22029 1.87640 2.37183 -0.4 0.3 -0.4 0.0925
H -3.95048 -4.06097 4.43818 -0.6 0.3 -0.4 0.0856
H 6.42020 4.20681 -2.62003 0.5 0.4 0.1 0.0648
C -1.33280 -3.28430 2.15044 0.3 0.2 0.8 -0.1380
H 3.48642 2.24628 -3.12894 -0.4 0.4 -0.3 0.0732
H -2.63583 -2.31237 3.59508 0.0 0.2 -0.7 0.0808
H -5.11607 1.46045 3.58804 0.2 0.0 0.0 0.0805
C -2.25552 -3.31865 3.41939 -1.3 -0.3 0.3 -0.2220
C 4.46202 2.68311 -3.34220 0.8 -0.8 1.5 -0.1832
C -4.38913 2.07245 3.05407 1.5 0.0 -0.8 -0.0711
H 4.84473 2.20231 -4.24245 0.1 0.2 -0.1 0.1114
H -0.28767 -0.62872 0.99172 0.4 -0.1 0.1 0.1089
Ba 1.19862 -5.11414 -1.55778 -1.5 1.4 2.1 1.8399
H 5.88888 5.78703 -3.19588 0.5 0.0 -0.2 0.0878
N -5.12096 -1.66381 2.31217 2.2 2.3 -0.8 0.1795
C -1.26241 -4.36606 1.15502 -0.9 -0.6 0.4 -0.2070
H -3.18429 -5.30186 3.60810 0.4 -0.1 -0.3 0.0713
C 0.13895 -0.50283 0.00757 0.4 -4.4 -1.6 0.0343
C -4.33133 -0.83382 2.04567 -1.8 -2.3 1.1 -0.2040
H -4.84347 2.43835 2.13332 -0.2 0.1 0.0 0.0703
C 0.54119 -1.70056 -0.78906 1.3 0.8 -1.3 -0.2306
C 5.91421 4.72395 -3.43528 0.5 0.4 1.1 -0.1004
C -3.47026 -4.25791 3.47969 0.6 -0.5 -0.1 -0.1127
```
Positions in Å, forces in eV/Å.

Computed properties:
charge	+3
energy above the lowest of the compared OMol25 structures with the same formula, charge and spin	70.0	kcal/mol
2S+1	7
HOMO energy (spin up / spin down)	-13.6 / -15.6	eV
expectation value of S²	12.026
E_tot	-64377.2068	eV
max |F|	0.138	hartree/bohr